# 1
Formula: C3H5NO
Source: OMol25
Level of theory: ωB97M-V with the def2-TZVPD basis set

structure (SMILES): N#CCCO

The geometry in XYZ format:
```
10
C3H5NO (ωB97M-V with the def2-TZVPD basis set)
N -2.08077 1.64119 -0.54075
C -1.35226 0.93967 0.02127
C -0.37755 0.08919 0.71130
C 0.89521 -0.16166 -0.12860
O 0.83637 -1.36907 -0.84896
H -0.13068 0.56544 1.66616
H -0.83355 -0.88029 0.93825
H 1.75023 -0.25568 0.54528
H 1.08126 0.69878 -0.78622
H 0.21174 -1.26755 -1.57771
```



# 2
Formula: C3H6N2P
Source: OMol25
Level of theory: ωB97M-V with the def2-TZVPD basis set

total charge: +1

The geometry in XYZ format:
```
12
C3H6N2P (ωB97M-V with the def2-TZVPD basis set)
C 1.81457 0.36500 -0.78074
C 2.97233 0.17739 -0.16854
C -1.60204 0.28221 0.34904
N 0.73017 0.38894 -0.10224
N -0.44209 0.52173 -0.42218
P 4.45659 -0.03604 0.33749
H 2.03654 0.62827 -2.40801
H -1.36886 0.40497 1.47143
H -2.46899 0.88000 -0.15192
H -1.87972 -0.76024 0.13548
H -0.63123 0.68371 -1.41368
H 4.40470 -1.50920 0.17714
```



# 3
Formula: C11H20N2O5
Source: OMol25
Level of theory: ωB97M-V with the def2-TZVPD basis set

structure (SMILES): CC(C)C[C@H](NC(=O)[C@@H](N)CCC(=O)O)C(=O)O

The geometry in XYZ format:
```
38
C11H20N2O5 (ωB97M-V with the def2-TZVPD basis set)
C 5.04574 -0.91382 -0.59775
C 3.96809 -0.11153 0.12097
C 3.96960 -0.51001 1.58978
C 2.60637 -0.32491 -0.55978
C 1.49419 0.56292 -0.02164
N 0.19877 0.10153 -0.49816
C -0.96073 0.43017 0.15273
O -1.00519 1.15635 1.12481
C -2.18209 -0.30799 -0.43103
N -2.15221 -1.72193 0.06820
C -3.44805 0.35809 0.00614
C -4.70702 -0.34935 -0.40701
C -5.97982 0.37347 -0.18123
O -6.92771 0.48022 -0.91005
O -6.12976 0.90289 1.08988
C 1.76352 2.06127 -0.37293
O 2.58629 2.41139 -1.18142
O 0.88025 2.91937 0.17921
H 5.09174 -0.76906 -1.68594
H 6.00604 -0.83572 -0.06811
H 4.80653 -2.02028 -0.53842
H 4.25653 0.93837 0.02055
H 3.19753 0.11645 2.08497
H 3.75324 -1.62090 1.72226
H 4.94853 -0.19293 1.99337
H 2.30031 -1.37875 -0.41350
H 2.69914 -0.15662 -1.64537
H 1.34673 0.60669 1.09304
H 0.12963 -0.44247 -1.31345
H -2.11059 -0.27350 -1.52681
H -1.23082 -2.19509 -0.16274
H -2.77503 -2.28159 -0.52093
H -3.42756 1.43922 -0.31613
H -3.39259 0.35665 1.08644
H -4.62387 -0.60895 -1.46006
H -4.79990 -1.32428 0.09097
H -5.42584 0.75961 1.72523
H 0.23001 2.36500 0.66393
```



# 4
Formula: C3H10NS
Source: OMol25
Level of theory: ωB97M-V with the def2-TZVPD basis set

total charge: -1

The geometry in XYZ format:
```
15
C3H10NS (ωB97M-V with the def2-TZVPD basis set)
C -2.43441 -1.96744 1.62162
S -1.49834 -0.77553 2.66653
H -3.02225 -2.80819 2.00493
H -1.64535 -2.34423 0.96112
H -3.13255 -1.45788 0.93531
C 0.97977 1.67676 -1.77114
N 1.63222 0.53522 -1.18951
C 1.35156 0.34983 0.25582
H -0.03813 1.89361 -1.43111
H 0.94099 1.63094 -2.86052
H 1.63142 2.55719 -1.63258
H 1.13409 -0.28889 -1.52335
H 1.72203 -0.62033 0.57377
H 2.03647 1.03460 0.78779
H 0.34247 0.58434 0.60133
```



# 5
Formula: C47H37BClCsIN9OS3
Source: OMol25
Level of theory: ωB97M-V with the def2-TZVPD basis set

total charge: -2

The geometry in XYZ format:
```
101
C47H37BClCsIN9OS3 (ωB97M-V with the def2-TZVPD basis set)
Cs 0.80139 0.47461 0.07029
C 2.37972 -5.94069 0.89977
C 1.48036 -4.74783 0.88654
C 0.12459 -4.70389 0.63443
C -0.21085 -3.34211 0.75238
N 0.86129 -2.62207 1.03620
N 1.89540 -3.47978 1.12086
B 3.31894 -2.97343 1.46599
N 3.99242 -2.32659 0.22699
N 3.60602 -1.12365 -0.23697
C 4.38005 -0.85366 -1.27864
C 5.27819 -1.90923 -1.51621
C 5.00436 -2.82438 -0.52064
C 5.68470 -4.12695 -0.24905
C 4.22170 0.44437 -1.95331
C 4.31491 0.58418 -3.33440
C 4.08520 1.81859 -3.92717
C 3.75260 2.92111 -3.14985
C 3.67080 2.79088 -1.76940
C 3.92034 1.56579 -1.17625
N 3.29087 -1.99271 2.66503
N 2.59141 -0.83773 2.67025
C 2.76942 -0.29064 3.86374
C 3.61461 -1.09188 4.65651
C 3.91868 -2.17091 3.85372
C 4.77136 -3.35244 4.18563
C 2.09017 0.97652 4.18768
C 0.89590 1.28261 3.53849
C 0.22700 2.47371 3.75385
C 0.74567 3.38266 4.67025
C 1.92068 3.08281 5.34516
C 2.59478 1.89143 5.10557
C -1.50035 -2.65130 0.61547
C -2.47153 -3.06074 -0.29443
C -3.64626 -2.33661 -0.43787
C -3.86680 -1.18876 0.31353
C -2.90866 -0.77601 1.23244
C -1.74550 -1.51597 1.39038
H 1.77004 -6.84442 0.89125
H 3.01876 -5.95795 1.78219
H 3.02935 -5.96390 0.02278
H -0.52712 -5.53889 0.43492
H 3.98696 -3.91971 1.78065
H 6.04447 -1.97738 -2.27128
H 6.50112 -4.25458 -0.96026
H 5.00405 -4.97209 -0.35280
H 6.09504 -4.16542 0.76081
H 4.53428 -0.28362 -3.94599
H 4.13773 1.91483 -5.00538
H 3.53357 3.87526 -3.61256
H 3.38788 3.63827 -1.16238
H 3.87886 1.44934 -0.10009
H 3.93089 -0.93012 5.67428
H 5.15531 -3.23258 5.19895
H 5.61873 -3.44812 3.50473
H 4.20859 -4.28609 4.13898
H 0.50297 0.53595 2.86332
H -0.70134 2.67564 3.23346
H 0.23359 4.31752 4.85887
H 2.32585 3.79022 6.05974
H 3.52605 1.68088 5.61924
H -2.29109 -3.93644 -0.90800
H -4.39599 -2.66248 -1.14936
H -4.78716 -0.63523 0.18228
H -3.05878 0.11130 1.83653
H -1.00822 -1.21778 2.12656
Cl -2.22148 4.57608 -6.08218
C -1.38611 4.06142 -4.62512
C -0.49393 4.90422 -4.02907
C 0.20420 4.53052 -2.87596
I 1.46622 5.93606 -1.97480
C 0.05927 3.27601 -2.25404
O 0.67119 2.84926 -1.25143
C -0.95011 2.40961 -2.90341
N -1.15261 1.22402 -2.29432
C -2.04135 0.39037 -2.78469
C -2.78188 0.66806 -3.94518
C -2.58268 1.85930 -4.58778
C -1.65458 2.78668 -4.07047
H -0.32732 5.88316 -4.45954
H -2.19031 -0.54133 -2.24468
H -3.50449 -0.05131 -4.31105
H -3.13795 2.10646 -5.48364
S -8.22192 -0.42233 1.21210
C -6.91994 0.59134 1.51886
S -6.13019 0.68051 3.04784
C -4.92307 1.83020 2.42017
N -5.18134 2.13275 1.18086
N -6.29093 1.45680 0.69945
C -6.60566 1.74192 -0.66082
C -5.56014 1.96157 -1.54955
C -5.83757 2.27646 -2.87035
C -7.15022 2.37119 -3.31059
C -8.18790 2.15646 -2.41395
C -7.92315 1.84718 -1.08909
S -3.68865 2.40398 3.41660
H -4.53989 1.90389 -1.19338
H -5.01560 2.45202 -3.55160
H -7.36223 2.61829 -4.34351
H -9.21688 2.23627 -2.74296
H -8.72879 1.68115 -0.39111
```



# 6
Formula: C5H9NO2
Source: OMol25
Level of theory: ωB97M-V with the def2-TZVPD basis set

structure (SMILES): C/C=C(/O)NC(C)=O

The geometry in XYZ format:
```
17
C5H9NO2 (ωB97M-V with the def2-TZVPD basis set)
C -1.59392 -1.05843 -1.13459
C -0.56458 -0.19249 -1.78745
C 0.31867 0.61800 -1.19575
O 1.02794 1.50611 -1.96267
N 0.57138 0.72241 0.14094
C 0.56752 -0.31459 1.05946
C 0.62437 0.17503 2.48147
O 0.55852 -1.51045 0.79677
H -1.26233 -2.09890 -1.09199
H -2.51977 -1.02183 -1.71873
H -1.85121 -0.71275 -0.12870
H -0.61887 -0.16656 -2.87402
H 1.89866 1.58704 -1.54169
H 0.94556 1.60617 0.45837
H 0.54367 -0.67852 3.16102
H 1.56980 0.69057 2.66589
H -0.21541 0.84920 2.67167
```



no.,HOMO (eV)
1,-11.1
2,-14.4
3,-10.1
4,-2.1
5,-2.7
6,-8.3